Density functional theory data (ωB97M-V/def2-TZVPD) for an isolated molecule of C3H6N2 in a non-equilibrium geometry.

## Properties
LUMO level   1.2 eV
ΔE to the lowest compared entry with this formula, charge and spin   420.9 kJ/mol
Structure (SMILES)   NNC1C=C1
Gap between HOMO and LUMO   10.017 eV
Net charge   0
Maximum force   3.2 eV Å⁻¹

Structure (XYZ):
```
11
C3H6N2 ωB97M-V/def2-TZVPD
C 0.8336 1.1868 0.3903
C 0.2726 0.0673 -0.5080
C 0.3160 1.5872 -0.7372
N -0.8920 -0.7194 -0.2493
N -0.7232 -1.6656 0.8377
H -0.1612 -1.1004 1.4098
H 1.2254 1.5411 1.3224
H 1.0106 -0.4021 -1.1922
H 0.0084 2.3131 -1.4558
H -1.7746 -0.3373 -0.2242
H -0.1155 -2.4709 0.4066
```

Results of the Mulliken charge analysis, in e, for atoms 1 through 2:
1. C -0.2630
2. C -0.3431

---

Density functional theory data (ωB97M-V/def2-TZVPD) for a structure of composition C25H47BiCl2NO3Si2 in a non-equilibrium geometry.

## Properties
LUMO level (spin up / spin down)   -3.0 / -3.3 eV
Gap between HOMO and LUMO (spin up / spin down)   4.628 / 4.130 eV
Net charge   +1
Maximum force   7.6 eV Å⁻¹

Structure (XYZ):
```
81
C25H47BiCl2NO3Si2 ωB97M-V/def2-TZVPD
O -0.3750 -1.0059 -2.1279
O 0.6965 0.5994 -3.3480
C 0.3003 -2.2262 -2.5195
C -0.3703 -3.5250 -2.0302
H 1.3264 -2.2225 -2.1629
H 0.4368 -2.2651 -3.5993
H -0.4476 -3.5440 -0.9446
H 0.2166 -4.3938 -2.3279
H -1.3700 -3.6521 -2.4439
C -1.6368 -0.8675 -2.8351
C -1.6982 -1.1015 -4.3662
H -1.9986 0.1363 -2.6300
H -2.3623 -1.5525 -2.4083
H -0.9315 -0.5382 -4.8947
H -2.6621 -0.7833 -4.7621
H -1.5764 -2.1524 -4.6251
C 0.2235 1.9396 -3.1994
C 1.9632 0.3138 -3.9355
C -0.6797 2.3579 -4.3624
H 1.0527 2.6380 -3.0788
H -0.3712 2.0008 -2.2906
H -0.1699 2.3069 -5.3209
H -1.0225 3.3828 -4.2274
H -1.5625 1.7251 -4.4226
C 1.9733 0.5776 -5.4414
H 2.2067 -0.7324 -3.7639
H 2.7440 0.8986 -3.4565
H 1.1351 0.0860 -5.9332
H 2.8921 0.2033 -5.8906
H 1.9218 1.6439 -5.6532
H 0.4004 -0.0514 -2.6000
Bi 0.0576 -0.0472 1.6148
C 1.6366 -0.0441 0.3130
Si 3.4835 0.4304 0.4921
H 1.3808 -1.0699 0.5508
H 0.9386 0.7281 0.0108
C 4.4760 -0.7467 -0.5809
C 4.3039 0.2476 2.1652
C 3.8069 2.1972 -0.0362
C -1.7080 -1.0888 1.0756
Si -3.2898 -0.0414 0.9690
H -1.6246 -1.2752 2.1366
H -1.9167 -2.0816 0.6822
C -4.5285 -0.8312 -0.1924
C -2.9034 1.6781 0.3646
C -4.1220 0.0349 2.6391
H 3.2427 2.4667 -0.9252
H 4.8627 2.3554 -0.2491
H 3.5250 2.8916 0.7529
H 4.1576 -1.7764 -0.4288
H 5.5365 -0.6903 -0.3400
H 4.3832 -0.5240 -1.6396
H 4.0029 -0.6495 2.6960
H 4.1064 1.1127 2.7925
H 5.3856 0.2003 2.0498
H -3.2708 1.8403 -0.6477
H -1.8310 1.8545 0.3529
H -3.3574 2.4339 1.0037
H -5.0417 0.6164 2.5871
H -3.4850 0.5034 3.3816
H -4.3821 -0.9605 2.9959
H -5.5246 -0.4224 -0.0266
H -4.5857 -1.9077 -0.0362
H -4.2839 -0.6523 -1.2378
Cl 1.6242 -3.6113 4.6187
C 0.8606 -2.0639 4.9583
C 0.6358 -1.6910 6.2844
C 0.0344 -0.4674 6.6078
Cl -0.1841 -0.0961 8.3168
C -0.3691 0.4255 5.5891
C -0.9641 1.6723 5.8701
C -1.3369 2.5386 4.8314
C -1.1225 2.1658 3.5029
N -0.5628 0.9604 3.2524
C -0.1641 0.0744 4.2407
C 0.4862 -1.2185 3.9124
O 0.7331 -1.6205 2.6115
H 0.9382 -2.3639 7.0783
H -1.1351 1.9917 6.8893
H -1.7782 3.4992 5.0610
H -1.3838 2.8301 2.6922
```

Results of the Mulliken charge analysis, in e, for atoms 1 through 2:
1. O -0.1440
2. O 0.4731

---

Density functional theory data (ωB97M-V/def2-TZVPD) for a cluster of 17 separate species, H32O20S in total in a non-equilibrium geometry.

## Properties
LUMO level   4.8 eV
ΔE to the lowest compared entry with this formula, charge and spin   347.6 kJ/mol
Gap between HOMO and LUMO   9.038 eV
Net charge   -2
Maximum force   2.4 eV Å⁻¹

Structure (XYZ):
```
53
H32O20S ωB97M-V/def2-TZVPD
S -1.4440 -3.3150 -11.6770
O -1.3360 -3.4040 -10.2400
O -0.8870 -2.0150 -12.0300
O -0.6090 -4.3410 -12.2620
O -2.8440 -3.4110 -12.0850
O -0.9650 -1.3450 -8.7320
H -1.1390 -2.1670 -9.2960
H -0.0170 -1.1240 -8.6710
O -2.5920 -4.7230 -8.4230
H -2.2520 -3.9990 -8.9730
H -3.0880 -4.3010 -7.7290
O -3.5420 -1.6230 -13.7200
H -3.3810 -2.3470 -13.0570
H -3.2700 -2.0040 -14.5590
O -0.1770 -4.6700 -14.6900
H -0.4730 -4.5820 -13.7630
H -0.7480 -4.0270 -15.0670
O 1.8850 -4.5150 -12.3710
H 0.9030 -4.4060 -12.3810
H 2.2360 -4.0540 -13.1330
O -0.6420 -0.7200 -14.4680
H -0.7890 -1.1020 -13.5930
H 0.1920 -0.3070 -14.6700
O 0.8730 -4.1330 -9.1430
H 0.6560 -4.0870 -8.1750
H 0.0320 -3.8890 -9.5500
O -4.0760 -5.2250 -10.6070
H -3.5730 -5.3110 -9.7730
H -3.6900 -4.5340 -11.1540
O 1.4850 -1.0360 -12.0910
H 1.3950 -0.0840 -12.0340
H 0.6050 -1.3330 -11.9640
O -4.5950 -1.6960 -11.0560
H -3.9710 -1.0350 -11.3220
H -4.3710 -2.4680 -11.5760
O -2.3380 -0.0430 -11.6930
H -2.7070 0.3580 -12.4770
H -1.8240 -0.8080 -11.9500
O 1.8520 -1.7910 -9.6450
H 1.5780 -1.4910 -10.5170
H 1.4060 -2.6380 -9.4690
O -3.4720 -5.5470 -13.4930
H -3.4540 -4.6740 -13.0940
H -4.3740 -5.8690 -13.2860
O 0.1350 -6.6500 -12.0070
H 0.6100 -6.7990 -12.8300
H -0.1430 -5.7270 -12.0340
O -0.3770 1.4570 -12.4990
H -0.7690 1.9030 -13.2390
H -1.0490 0.8800 -12.1380
O 1.4810 -2.5140 -14.6670
H 1.2460 -1.8830 -13.9700
H 0.9060 -3.3060 -14.6660
```

Results of the Mulliken charge analysis, in e, for atoms 1 through 2:
1. S -0.6239
2. O -0.4801

---

Question: Among the records above, which one has the highest maximum force?
Answer: C25H47BiCl2NO3Si2

---

Question: Among the records above, which one has the highest net charge?
Answer: C25H47BiCl2NO3Si2

---

Question: The lowest maximum force belongs to which entry?
Answer: H32O20S

---

Please write out number 1 again, unchanged.
Density functional theory data (ωB97M-V/def2-TZVPD) for an isolated molecule of C3H6N2 in a non-equilibrium geometry.

## Properties
LUMO level   1.2 eV
ΔE to the lowest compared entry with this formula, charge and spin   420.9 kJ/mol
Structure (SMILES)   NNC1C=C1
Gap between HOMO and LUMO   10.017 eV
Net charge   0
Maximum force   3.2 eV Å⁻¹

Structure (XYZ):
```
11
C3H6N2 ωB97M-V/def2-TZVPD
C 0.8336 1.1868 0.3903
C 0.2726 0.0673 -0.5080
C 0.3160 1.5872 -0.7372
N -0.8920 -0.7194 -0.2493
N -0.7232 -1.6656 0.8377
H -0.1612 -1.1004 1.4098
H 1.2254 1.5411 1.3224
H 1.0106 -0.4021 -1.1922
H 0.0084 2.3131 -1.4558
H -1.7746 -0.3373 -0.2242
H -0.1155 -2.4709 0.4066
```

Results of the Mulliken charge analysis, in e, for atoms 1 through 2:
1. C -0.2630
2. C -0.3431